No. 1
{
  "formula": "C19H29N",
  "method": "the ωB97M-V functional and the def2-TZVPD basis",
  "elements": ["C", "C", "C", "C", "N", "C", "C", "C", "C", "C", "C", "C", "C", "C", "C", "C", "C", "C", "C", "C", "H", "H", "H", "H", "H", "H", "H", "H", "H", "H", "H", "H", "H", "H", "H", "H", "H", "H", "H", "H", "H", "H", "H", "H", "H", "H", "H", "H", "H"],
  "positions_angstrom": [[-1.16, 2.97, 2.53], [-2.45, 3.12, 2.91], [0.56, 1.63, 1.49], [-0.78, 1.88, 1.59], [0.03, -4.50, -2.73], [-3.54, 2.21, 2.39], [1.94, -3.09, -1.82], [-0.68, -1.74, -2.79], [-1.68, -2.60, -0.65], [1.89, -1.67, -1.26], [-2.33, -1.27, -0.22], [-2.37, 1.86, -0.39], [-3.05, 0.86, 1.82], [1.09, 0.50, 0.65], [0.51, -3.65, -1.62], [-0.39, -2.41, -1.43], [0.58, -1.58, -0.54], [-1.33, -0.36, 0.52], [-1.88, 1.07, 0.84], [0.02, -0.20, -0.18], [-0.43, 3.64, 2.95], [-2.72, 3.97, 3.53], [1.30, 2.24, 2.08], [-0.02, -3.97, -3.61], [0.64, -5.28, -2.85], [-4.17, 1.89, 3.27], [-4.16, 2.79, 1.72], [2.27, -3.07, -2.85], [2.65, -3.69, -1.23], [0.21, -1.58, -3.39], [-1.31, -2.36, -3.46], [-1.19, -0.78, -2.70], [-1.46, -3.20, 0.23], [-2.38, -3.17, -1.28], [1.97, -0.92, -2.04], [2.68, -1.47, -0.53], [-2.78, -0.79, -1.10], [-3.17, -1.48, 0.48], [-2.51, 2.93, -0.11], [-3.30, 1.47, -0.80], [-1.63, 1.90, -1.22], [-2.74, 0.18, 2.67], [-3.89, 0.34, 1.32], [1.92, 0.84, -0.03], [1.54, -0.18, 1.35], [0.56, -4.24, -0.71], [0.70, -2.14, 0.43], [-1.10, -0.85, 1.49], [-0.11, 0.34, -1.14]],
  "smiles": "C[C@]12CC[C@H]3[C@@H](CC=C4C=CCC[C@@]43C)[C@@H]1CC[C@@H]2N",
  "e_above_lowest_kcal_mol": 0.0,
  "orbital_gap_ev": 8.86,
  "lumo_ev": 0.82
}

No. 2
{
  "formula": "C19H29N3OS",
  "method": "the ωB97M-V functional and the def2-TZVPD basis",
  "elements": ["C", "H", "H", "H", "C", "N", "C", "O", "C", "N", "C", "N", "H", "C", "C", "H", "H", "H", "C", "H", "C", "C", "H", "H", "H", "H", "H", "C", "H", "H", "H", "S", "H", "H", "C", "C", "C", "C", "C", "C", "H", "C", "H", "H", "H", "C", "H", "H", "H", "H", "H", "H", "H"],
  "positions_angstrom": [[1.16, -0.84, -3.47], [2.17, -0.73, -3.08], [1.22, -1.16, -4.51], [0.67, 0.13, -3.43], [0.36, -1.86, -2.67], [0.23, -1.48, -1.27], [-0.60, -0.47, -0.95], [-1.32, 0.08, -1.77], [-0.60, -0.01, 0.51], [-0.77, 1.43, 0.53], [0.25, 2.14, 0.01], [0.06, 3.43, -0.34], [0.85, 3.87, -0.79], [-1.26, 3.97, -0.62], [-1.18, 5.50, -0.59], [-2.16, 5.93, -0.74], [-0.79, 5.83, 0.37], [-0.51, 5.86, -1.37], [-2.15, 3.46, 0.51], [-3.18, 3.79, 0.36], [-2.14, 1.94, 0.61], [-2.78, 1.53, 1.94], [-2.12, 1.78, 2.77], [-3.00, 0.47, 1.98], [-3.72, 2.07, 2.06], [-2.71, 1.50, -0.22], [-1.79, 3.88, 1.45], [-1.75, 3.50, -2.00], [-2.78, 3.82, -2.17], [-1.70, 2.42, -2.08], [-1.12, 3.93, -2.78], [1.78, 1.52, -0.15], [-1.42, -0.48, 1.05], [0.35, -0.26, 0.99], [1.02, -2.17, -0.31], [2.40, -2.03, -0.29], [3.13, -2.74, 0.65], [2.52, -3.60, 1.55], [1.13, -3.74, 1.52], [0.40, -3.03, 0.59], [-0.68, -3.13, 0.55], [0.44, -4.65, 2.49], [-0.64, -4.66, 2.31], [0.81, -5.67, 2.39], [0.62, -4.33, 3.51], [3.34, -4.35, 2.55], [4.40, -4.11, 2.44], [3.04, -4.10, 3.57], [3.21, -5.42, 2.42], [4.20, -2.62, 0.67], [2.88, -1.35, -0.96], [0.84, -2.84, -2.70], [-0.65, -1.93, -3.09]],
  "smiles": "CCN(C(=O)CN1C(=S)NC(C)(C)C[C@@H]1C)c1ccc(C)c(C)c1",
  "e_above_lowest_kcal_mol": 0.0,
  "orbital_gap_ev": 8.55,
  "lumo_ev": 0.74
}

No. 3
{
  "formula": "C19H30BClF16O7P2",
  "method": "the ωB97M-V functional and the def2-TZVPD basis",
  "elements": ["C", "C", "O", "B", "O", "P", "Cl", "C", "C", "C", "P", "O", "O", "C", "C", "O", "C", "C", "H", "H", "H", "H", "H", "H", "H", "H", "H", "H", "H", "H", "H", "H", "H", "H", "H", "H", "H", "H", "H", "H", "C", "C", "C", "F", "F", "F", "F", "O", "C", "C", "F", "F", "F", "F", "H", "H", "H", "H", "C", "C", "C", "F", "F", "F", "F", "O", "C", "C", "F", "F", "F", "F", "H", "H", "H", "H"],
  "positions_angstrom": [[-1.71, 0.51, 1.20], [-0.93, 1.78, 1.43], [-1.42, 2.80, 0.56], [-1.11, 4.11, 0.70], [-0.91, 4.74, 1.90], [-0.84, 5.22, -0.90], [0.96, 4.26, -1.41], [-1.93, 4.37, -2.13], [-3.40, 4.77, -1.92], [-4.39, 3.92, -2.73], [-4.98, 2.43, -1.91], [-3.96, 1.68, -1.15], [-5.75, 1.58, -3.01], [-5.35, 1.46, -4.38], [-3.99, 0.80, -4.54], [-6.19, 2.98, -1.02], [-6.34, 2.54, 0.34], [-5.36, 3.24, 1.27], [-1.37, -0.28, 1.88], [-1.60, 0.17, 0.17], [-2.78, 0.68, 1.37], [-1.00, 2.10, 2.48], [0.13, 1.63, 1.20], [-1.21, 4.21, 2.65], [-1.80, 3.29, -2.15], [-1.59, 4.77, -3.10], [-3.53, 5.81, -2.26], [-3.65, 4.77, -0.85], [-5.28, 4.52, -2.96], [-3.95, 3.66, -3.70], [-6.13, 0.87, -4.84], [-5.38, 2.45, -4.85], [-3.46, 1.20, -5.41], [-4.08, -0.28, -4.67], [-3.36, 0.96, -3.66], [-6.22, 1.45, 0.39], [-7.37, 2.78, 0.59], [-5.46, 2.81, 2.27], [-4.34, 3.08, 0.93], [-5.58, 4.31, 1.33], [3.64, -0.93, 0.50], [3.10, -2.01, -0.45], [4.06, -2.58, -1.49], [4.45, -1.63, -2.36], [3.43, -3.56, -2.18], [1.96, -1.60, -1.05], [2.78, -3.08, 0.35], [3.33, 0.41, 0.19], [4.15, 1.18, -0.58], [3.41, 1.71, -1.82], [2.98, 0.67, -2.58], [4.27, 2.44, -2.56], [5.28, 0.54, -0.92], [4.50, 2.26, 0.15], [3.11, -1.12, 1.44], [4.70, -1.09, 0.68], [4.94, -3.01, -1.00], [2.56, 2.31, -1.52], [3.55, -5.75, 1.75], [3.10, -6.92, 2.64], [2.08, -6.62, 3.75], [2.60, -5.75, 4.65], [1.79, -7.76, 4.39], [4.17, -7.55, 3.16], [2.46, -7.79, 1.81], [4.79, -5.16, 2.10], [4.87, -4.08, 2.92], [5.80, -4.35, 4.12], [5.33, -5.39, 4.84], [5.83, -3.26, 4.90], [3.67, -3.64, 3.33], [5.44, -3.06, 2.22], [3.72, -6.20, 0.78], [2.75, -5.01, 1.64], [1.17, -6.19, 3.33], [6.81, -4.58, 3.76]],
  "smiles": "CCOB(O)P(Cl)CCCP(=O)(OCC)OCC.FC(F)C(F)(F)COC(F)(F)C(F)F.FC(F)C(F)(F)COC(F)(F)C(F)F",
  "e_above_lowest_kcal_mol": 0.0,
  "orbital_gap_ev": 9.22,
  "lumo_ev": 0.38
}

No. 4
{
  "formula": "C19H30BF13O10P2",
  "method": "the ωB97M-V functional and the def2-TZVPD basis",
  "elements": ["C", "C", "B", "O", "P", "F", "P", "C", "O", "H", "H", "H", "H", "H", "H", "H", "H", "H", "H", "C", "C", "O", "C", "O", "C", "F", "F", "F", "H", "H", "H", "H", "H", "C", "C", "O", "C", "O", "C", "F", "F", "F", "H", "H", "H", "H", "H", "C", "C", "O", "C", "O", "C", "F", "F", "F", "H", "H", "H", "H", "H", "C", "C", "O", "C", "O", "C", "F", "F", "F", "H", "H", "H", "H", "H"],
  "positions_angstrom": [[-4.35, 2.57, -6.26], [-4.74, 2.49, -7.75], [-5.03, 1.06, -8.37], [-5.40, 0.96, -9.68], [-4.93, -0.68, -7.54], [-5.09, -0.40, -5.95], [-2.77, -1.17, -7.72], [-1.79, 0.25, -7.09], [-2.54, -1.03, -9.36], [-5.16, 2.98, -5.65], [-4.04, 1.62, -5.84], [-3.51, 3.26, -6.13], [-3.92, 2.92, -8.34], [-5.60, 3.12, -7.95], [-5.12, 1.73, -10.19], [-2.20, 1.25, -7.27], [-1.60, 0.08, -6.03], [-0.83, 0.20, -7.60], [-3.28, -0.62, -9.82], [0.71, -4.55, -2.68], [-0.59, -4.49, -3.45], [-1.38, -3.34, -3.06], [-1.04, -2.19, -3.62], [-0.17, -2.00, -4.42], [-2.00, -1.08, -3.15], [-2.19, -1.13, -1.83], [-3.19, -1.22, -3.75], [-1.51, 0.11, -3.46], [0.52, -4.54, -1.61], [1.24, -5.47, -2.93], [1.35, -3.70, -2.92], [-1.22, -5.35, -3.22], [-0.43, -4.47, -4.52], [-0.95, 1.08, -0.16], [-0.70, 2.43, 0.48], [-0.45, 2.30, 1.90], [0.78, 1.96, 2.24], [1.71, 1.75, 1.52], [0.89, 1.91, 3.78], [-0.15, 1.27, 4.33], [0.92, 3.15, 4.28], [2.00, 1.28, 4.14], [-1.77, 0.56, 0.35], [-1.21, 1.21, -1.20], [-0.06, 0.45, -0.10], [-1.58, 3.06, 0.41], [0.13, 2.95, 0.01], [-0.64, 1.89, 8.45], [-0.90, 0.57, 7.75], [-0.37, -0.54, 8.52], [-1.13, -0.97, 9.52], [-2.20, -0.55, 9.85], [-0.44, -2.17, 10.20], [0.85, -1.93, 10.41], [-0.56, -3.25, 9.43], [-1.02, -2.42, 11.37], [0.42, 2.01, 8.66], [-0.98, 2.71, 7.82], [-1.18, 1.94, 9.40], [-0.38, 0.53, 6.80], [-1.96, 0.41, 7.57], [4.91, 0.87, 3.73], [6.41, 1.02, 3.86], [7.10, -0.19, 3.48], [7.28, -0.38, 2.19], [6.95, 0.34, 1.29], [8.06, -1.70, 1.97], [7.57, -2.69, 2.72], [9.35, -1.52, 2.29], [8.00, -2.07, 0.69], [4.57, 0.01, 4.31], [4.42, 1.76, 4.09], [4.62, 0.70, 2.69], [6.70, 1.20, 4.89], [6.78, 1.85, 3.25]],
  "smiles": "CCB(O)P(F)#P(C)O.CCOC(=O)C(F)(F)F.CCOC(=O)C(F)(F)F.CCOC(=O)C(F)(F)F.CCOC(=O)C(F)(F)F",
  "e_above_lowest_kcal_mol": 8.0,
  "orbital_gap_ev": 8.54,
  "lumo_ev": 0.04
}